No. 1
{"formula": "C22H60Cl2NO9S9", "method": "ωB97M-V/def2-TZVPD", "symbols": ["C", "C", "Cl", "C", "Cl", "S", "C", "N", "C", "C", "O", "H", "H", "H", "H", "H", "H", "H", "H", "H", "H", "H", "H", "C", "S", "O", "C", "H", "H", "H", "H", "H", "H", "C", "S", "O", "C", "H", "H", "H", "H", "H", "H", "C", "S", "O", "C", "H", "H", "H", "H", "H", "H", "C", "S", "O", "C", "H", "H", "H", "H", "H", "H", "C", "S", "O", "C", "H", "H", "H", "H", "H", "H", "C", "S", "O", "C", "H", "H", "H", "H", "H", "H", "C", "S", "O", "C", "H", "H", "H", "H", "H", "H", "C", "S", "O", "C", "H", "H", "H", "H", "H", "H"], "coordinates": [[0.71260, 0.86754, -3.13843], [0.04278, 2.20869, -2.85622], [-0.14840, 3.17370, -4.32897], [0.90072, 3.03659, -1.89365], [0.18992, 4.59126, -1.44982], [1.25413, 2.01581, -0.41972], [3.04169, 2.30016, -0.01466], [3.52517, 3.63461, -0.05491], [0.26154, 2.64145, 0.93777], [-1.19544, 2.24809, 0.64957], [-1.48314, 1.09216, 0.37457], [0.31759, 0.11187, -2.48245], [1.79448, 0.92422, -3.01244], [0.52258, 0.61989, -4.16976], [-0.92702, 2.06233, -2.39569], [1.87788, 3.21718, -2.34031], [3.58287, 1.72409, -0.75939], [3.20912, 1.86996, 0.96493], [3.36641, 4.14606, 0.79848], [3.25448, 4.16132, -0.87151], [0.60824, 2.10775, 1.81387], [0.36787, 3.71289, 1.04458], [-1.95576, 3.03898, 0.68772], [-3.59706, -0.97185, -2.73248], [-2.46971, -1.86170, -3.80576], [-1.12562, -1.24108, -3.60218], [-3.11577, -1.22282, -5.35319], [-3.33430, -1.19994, -1.70163], [-3.49936, 0.10073, -2.90906], [-4.61941, -1.29735, -2.92664], [-3.05692, -0.13405, -5.35410], [-4.14782, -1.55033, -5.47435], [-2.50815, -1.62547, -6.16044], [8.11464, -0.11732, -0.38295], [6.71799, 0.62209, 0.45136], [5.47459, 0.15487, -0.23875], [7.03340, 2.29581, -0.11680], [8.09072, -1.18954, -0.19670], [8.04321, 0.07058, -1.45300], [9.03600, 0.30347, 0.01173], [7.03205, 2.31405, -1.20727], [7.99636, 2.62983, 0.26921], [6.24025, 2.93890, 0.26070], [3.30533, 5.59107, -4.90086], [3.49422, 3.86320, -4.46630], [3.54932, 3.79561, -2.96713], [5.17539, 3.68942, -5.06305], [2.32192, 5.91564, -4.56663], [4.07743, 6.18040, -4.40677], [3.37657, 5.69653, -5.98260], [5.82091, 4.40794, -4.55793], [5.18834, 3.85321, -6.13963], [5.50632, 2.67644, -4.84327], [-6.22517, 0.27826, -0.22127], [-6.37329, -1.51264, -0.31901], [-7.59105, -1.80684, -1.11354], [-6.77661, -1.75546, 1.41198], [-6.00817, 0.65273, -1.22006], [-7.16298, 0.70377, 0.13482], [-5.40823, 0.53705, 0.45325], [-7.67119, -1.18969, 1.66946], [-5.93549, -1.43151, 2.02600], [-6.95634, -2.81714, 1.57138], [-7.28085, -3.73041, 5.04094], [-8.05026, -2.13402, 4.77488], [-7.09163, -1.09285, 5.24164], [-9.30529, -2.31712, 6.04682], [-6.43267, -3.81822, 4.36659], [-6.93795, -3.80193, 6.07448], [-7.99401, -4.51911, 4.81832], [-8.82542, -2.48357, 7.01110], [-9.95574, -3.15357, 5.79260], [-9.88699, -1.39862, 6.07892], [9.85788, 2.85243, -3.55187], [10.27507, 1.22015, -2.92460], [10.57988, 1.38024, -1.47822], [11.85009, 1.08721, -3.77429], [8.91213, 3.15263, -3.10461], [10.63748, 3.56126, -3.27399], [9.75186, 2.80680, -4.63580], [12.49359, 1.91533, -3.47915], [11.68273, 1.09621, -4.85111], [12.30693, 0.14403, -3.48391], [1.67194, -0.81692, 4.45578], [0.78022, 0.67419, 4.01041], [1.66881, 1.83603, 4.29036], [-0.43435, 0.58201, 5.32772], [2.50974, -0.92708, 3.77063], [2.03981, -0.72642, 5.47721], [1.00820, -1.67586, 4.36187], [0.07559, 0.57888, 6.29037], [-1.03111, -0.32157, 5.20682], [-1.07787, 1.45605, 5.25570], [-8.40905, -8.40354, 4.98336], [-7.07726, -7.42082, 4.28652], [-7.70749, -6.32823, 3.49573], [-6.51755, -8.66003, 3.11406], [-8.92543, -7.79387, 5.72146], [-9.10200, -8.69213, 4.19342], [-7.99160, -9.28615, 5.46727], [-7.33793, -8.93047, 2.44992], [-6.15930, -9.53469, 3.65633], [-5.70281, -8.22971, 2.53626]], "atomic_forces_ev_per_a": [[0.26, 0.62, -0.12], [0.44, -0.08, 0.75], [-0.14, 0.15, -0.24], [-0.17, -0.01, 0.21], [0.00, 0.09, -0.03], [-0.13, -1.11, 0.18], [0.86, 1.30, -0.38], [-0.37, -0.14, 0.58], [-0.46, 0.32, -0.59], [-0.08, -1.97, -0.39], [0.32, 1.88, 0.38], [-0.11, -0.34, 0.01], [0.16, 0.13, -0.01], [-0.15, -0.44, -0.12], [-0.37, 0.01, -0.26], [0.17, 0.11, 0.00], [-0.28, -0.49, -0.13], [-0.21, -0.32, 0.13], [-0.13, 0.15, 0.04], [0.33, 0.04, -0.23], [0.14, -0.11, 0.29], [0.16, 0.15, 0.13], [0.01, 0.07, 0.11], [-0.14, 0.10, 0.03], [0.02, -0.09, 0.08], [-0.22, -0.02, -0.09], [-0.02, 0.09, -0.06], [0.04, -0.06, -0.02], [0.05, -0.02, -0.06], [0.00, -0.04, 0.01], [0.02, 0.00, 0.04], [0.00, -0.03, 0.01], [0.03, -0.04, 0.03], [-0.06, -0.25, 0.04], [0.07, 0.04, 0.06], [-0.09, 0.17, -0.06], [0.00, 0.12, 0.02], [-0.08, 0.00, 0.03], [-0.05, 0.02, -0.01], [0.02, 0.06, -0.03], [-0.02, -0.06, -0.01], [0.02, -0.04, -0.01], [-0.03, -0.03, -0.01], [-0.02, 0.09, 0.10], [0.00, 0.01, -0.45], [0.17, 0.09, 0.04], [0.14, -0.03, 0.16], [-0.03, -0.05, 0.00], [0.02, -0.04, 0.02], [-0.02, -0.04, -0.01], [-0.04, 0.02, 0.02], [-0.05, -0.01, -0.01], [-0.05, -0.02, 0.00], [0.02, 0.10, 0.03], [0.09, -0.02, 0.08], [-0.02, 0.04, -0.05], [-0.02, -0.01, 0.12], [-0.01, -0.04, -0.02], [-0.03, -0.05, -0.01], [0.01, -0.02, 0.00], [-0.02, 0.00, -0.05], [0.00, 0.00, 0.01], [-0.01, -0.02, -0.07], [0.02, 0.06, 0.24], [0.01, -0.06, -0.04], [0.02, 0.00, 0.00], [-0.04, 0.01, 0.10], [-0.03, 0.02, -0.06], [0.00, 0.11, 0.00], [0.01, -0.01, -0.13], [0.05, 0.01, -0.02], [0.01, 0.00, -0.04], [0.02, 0.02, -0.03], [0.00, 0.09, -0.07], [0.08, 0.03, -0.08], [0.02, 0.11, 0.04], [0.07, 0.00, -0.08], [0.00, -0.04, 0.04], [0.02, -0.03, 0.04], [-0.01, -0.02, 0.00], [-0.04, 0.01, 0.05], [-0.02, -0.02, 0.00], [-0.04, -0.02, 0.03], [0.08, -0.04, 0.02], [-0.14, -0.27, 0.06], [0.02, 0.09, -0.15], [-0.02, 0.03, 0.07], [-0.01, 0.04, -0.03], [-0.01, 0.05, 0.01], [-0.02, 0.02, -0.02], [0.04, 0.02, -0.01], [0.01, 0.00, -0.03], [0.02, 0.02, -0.03], [-0.08, -0.07, 0.00], [0.07, -0.09, 0.04], [-0.07, -0.11, -0.09], [0.00, -0.07, -0.06], [0.03, 0.04, 0.00], [0.02, 0.04, -0.03], [0.02, 0.01, 0.01], [-0.03, 0.04, 0.02], [0.01, 0.01, 0.02], [0.00, 0.05, 0.02]], "mol_weight_g_mol": 842.2, "homo_lumo_gap_ev": 7.507, "total_charge": 1, "total_energy_ev": -166254.2092, "lumo_energy_ev": -2.5108, "homo_energy_ev": -10.018}

No. 2
{"formula": "C5H14Si3", "method": "ωB97M-V/def2-TZVPD", "symbols": ["C", "C", "C", "C", "C", "Si", "Si", "Si", "H", "H", "H", "H", "H", "H", "H", "H", "H", "H", "H", "H", "H", "H"], "coordinates": [[1.81976, 3.03694, 2.36260], [1.50451, 2.36645, 1.40816], [-1.90285, -1.47467, -0.13329], [0.83748, -2.13187, 1.12840], [0.83876, -1.73533, -1.95792], [-1.32831, 2.61720, -0.37835], [0.64070, 1.45773, 0.01150], [0.03859, -1.21597, -0.30779], [2.24151, 3.38434, 3.26282], [-2.30972, -1.13019, -1.15076], [-2.37586, -2.49995, -0.01786], [-2.35557, -0.81025, 0.57198], [1.25740, -3.10715, 0.91700], [1.58895, -1.41268, 1.40209], [0.14166, -2.20501, 1.94454], [0.51372, -2.70629, -2.34918], [0.61316, -0.98817, -2.75782], [1.95298, -1.62486, -1.94851], [-2.00883, 2.97425, 1.04254], [-2.34850, 1.75924, -1.03661], [-1.18009, 3.72667, -1.20178], [1.82056, 1.71960, -0.81176]], "atomic_forces_ev_per_a": [[0.28, -0.82, -0.27], [-1.30, -0.48, 0.37], [-0.01, -0.32, -2.86], [-0.16, 0.63, -0.63], [0.27, 1.45, -0.75], [-1.34, -1.15, 2.39], [0.41, -1.23, 0.27], [-0.55, 0.31, 0.87], [0.10, 0.58, 0.32], [0.35, -0.32, 1.26], [1.14, 0.97, 0.09], [-0.09, 0.42, 0.64], [0.15, -0.09, -0.15], [0.80, -0.13, 0.53], [-0.33, -0.05, 0.41], [0.22, 0.07, 0.31], [-0.32, -0.46, 0.50], [-0.80, -0.58, 0.46], [0.91, -0.27, -1.58], [0.17, -0.10, -0.02], [0.23, 1.73, -0.97], [-0.12, -0.15, -1.17]], "mol_weight_g_mol": 158.4, "homo_lumo_gap_ev": 9.075, "total_charge": 0, "smiles": "C#C[Si@H]([SiH3])[Si](C)(C)C", "e_above_lowest_kcal_mol": 15.73, "total_energy_ev": -29041.5877, "lumo_energy_ev": 0.4380, "homo_energy_ev": -8.637}